(1)
The following is a DFT calculation (ωB97M-V/def2-TZVPD) of an isolated molecule of C12H4Cl2F6N4OS.

Positions of all 30 atoms, in Å:
N  -2.145  -3.516  -3.487
O  -0.772  -3.824  1.703
F  -0.257  5.401  1.922
F  1.593  5.611  0.738
F  -0.381  5.971  -0.193
F  1.180  -5.044  -1.327
F  1.908  -4.407  0.720
F  0.757  -6.305  0.397
Cl  -2.866  1.260  -0.470
Cl  2.586  0.589  -0.125
C  -1.601  -2.825  -2.727
N  -0.777  -0.706  -1.833
C  -0.930  -2.008  -1.706
C  0.037  -1.357  0.227
C  -0.419  -2.459  -0.399
C  -1.091  3.216  0.110
C  1.317  2.968  0.214
C  -1.252  1.869  -0.195
C  1.176  1.585  -0.091
C  -0.119  1.046  -0.284
C  0.175  3.765  0.351
N  0.517  -1.295  1.527
N  -0.221  -0.294  -0.651
S  -0.692  -4.099  0.265
C  0.311  5.220  0.712
C  0.879  -5.013  0.019
H  -1.994  3.848  0.118
H  2.308  3.399  0.389
H  0.349  -2.176  2.037
H  0.424  -0.422  2.043

Calculated values
Lowest unoccupied orbital energy: -0.51 eV
Strongest force on any atom: 3.9 eV/Å
Total energy: -2671.69200 a.u.
Kohn-Sham gap: 9.11 eV
Energy relative to the best compared isomer or geometry (same formula, charge and spin): 0.0 kcal/mol

(2)
The following is a DFT calculation (ωB97M-V/def2-TZVPD) of a structure of composition C12H5CrNO5.

Positions of all 24 atoms, in Å:
O  0.000  -0.001  -3.506
C  0.000  -0.001  -2.372
Cr  -0.001  0.000  -0.141
O  -1.537  -2.595  0.112
C  -0.951  -1.603  -0.086
C  0.951  1.602  -0.087
O  1.536  2.594  0.111
C  -1.603  0.951  -0.086
O  -2.593  1.540  0.106
C  1.603  -0.950  -0.086
O  2.593  -1.539  0.108
N  0.003  -0.001  1.874
C  0.008  -0.002  3.048
C  0.017  0.001  4.518
C  -0.134  -1.212  5.232
C  -0.121  -1.212  6.608
C  0.042  0.004  7.294
C  0.191  1.218  6.603
C  0.179  1.216  5.226
H  -0.254  -2.104  4.641
H  -0.233  -2.114  7.125
H  0.051  0.005  8.395
H  0.312  2.121  7.116
H  0.288  2.107  4.632

Calculated values
Total charge: +3
Lowest unoccupied orbital energy (alpha / beta): -11.65 / -15.24 eV
2S+1: 4
Strongest force on any atom: 10.1 eV/Å
⟨S²⟩: 3.805
Total energy: -1934.44494 a.u.
Kohn-Sham gap (alpha / beta): 9.54 / 5.89 eV